[1]
Density functional theory data (ωB97M-V with the def2-TZVPD basis set) for C55H49Cl3NO2P3Ti as an isolated structure at a distorted geometry.

Structure (XYZ):
```
114
Properties=species:S:1:pos:R:3
Ti 0.68204 -1.16412 0.50743
C -2.74105 0.34247 1.73334
N -2.40955 1.43366 0.83378
C -1.31589 2.24490 1.30724
P 0.32543 1.34374 1.16973
C 0.63850 1.39867 2.97725
C 0.62356 2.60856 3.67666
C 0.78837 2.62091 5.04815
C 0.95263 1.42817 5.73882
C 0.94510 0.22474 5.05526
C 0.78392 0.20573 3.67822
C 1.52186 2.60840 0.40317
C 2.66384 2.93330 1.31875
C 3.75134 3.65554 1.02892
C 4.09413 4.31135 -0.21378
C 3.38109 4.25991 -1.33950
C 2.08573 3.55266 -1.46674
C -3.52861 2.15994 0.34440
C -3.76667 3.48640 0.69508
C -4.87193 4.15388 0.19771
C -5.76305 3.50579 -0.64169
C -5.52355 2.19012 -1.00589
C -4.41411 1.52144 -0.52149
P -1.79241 -1.18867 1.25009
C -2.22751 -2.32630 2.61181
C -2.01545 -1.94411 3.93502
C -2.24300 -2.84168 4.96220
C -2.65459 -4.13465 4.68240
C -2.84220 -4.52782 3.36825
C -2.62710 -3.63196 2.33713
C -2.82414 -1.85116 -0.09947
C -4.20003 -2.04584 0.01545
C -4.90791 -2.58767 -1.04266
C -4.25191 -2.94659 -2.21048
C -2.88297 -2.76983 -2.32518
C -2.17094 -2.22134 -1.27053
H -3.81156 0.12100 1.68368
H -2.49865 0.60057 2.77669
H -1.46121 2.55161 2.35624
H -1.24092 3.13037 0.67268
H 0.50761 3.54029 3.13774
H 0.79378 3.56212 5.57683
H 1.08967 1.44482 6.80809
H 1.06989 -0.70476 5.59025
H 0.77402 -0.74245 3.14666
H 2.60883 2.51197 2.31192
H 4.48319 3.77500 1.81678
H 5.01463 4.87785 -0.20634
H 3.73545 4.76799 -2.22504
H 1.68572 3.66542 -2.47360
H -3.10541 4.00356 1.37569
H -5.03864 5.18084 0.48979
H -6.63833 4.02134 -1.00606
H -6.20585 1.68278 -1.67332
H -4.23276 0.49587 -0.81141
H -1.66405 -0.94747 4.16733
H -2.08762 -2.53629 5.98608
H -2.81109 -4.84039 5.48369
H -3.14096 -5.53991 3.13980
H -2.76521 -3.95403 1.31449
H -4.71325 -1.79734 0.93357
H -5.97292 -2.73668 -0.95411
H -4.80957 -3.37660 -3.02851
H -2.37202 -3.06481 -3.22949
H -1.08814 -2.08358 -1.33559
C 1.70604 -3.28788 -3.10776
C 1.85785 -2.13766 -4.05001
C 2.11022 -2.34212 -5.39862
C 2.30114 -1.27540 -6.26079
C 2.22822 0.02243 -5.78430
C 1.96034 0.24889 -4.44761
C 1.78012 -0.82426 -3.57952
P 1.60197 -0.53842 -1.78227
C 1.11191 1.22120 -1.67419
C 2.08124 2.09954 -0.96320
C 1.04029 3.88517 -0.36044
C -0.28791 3.88160 -1.02497
C -0.73779 2.89889 -1.81514
C -0.14553 1.59212 -2.02580
C -1.07799 0.64793 -2.72481
C 3.35733 -0.66227 -1.28348
C 4.39040 -0.70296 -2.22227
C 5.69196 -0.95001 -1.82744
C 5.97593 -1.19920 -0.49354
C 4.96200 -1.15146 0.44234
C 3.64740 -0.86383 0.07740
C 2.62217 -0.70067 1.14145
H 1.83142 -4.23577 -3.62440
H 0.72091 -3.27818 -2.63555
H 2.45162 -3.22131 -2.31094
H 2.17945 -3.35315 -5.76898
H 2.51663 -1.45810 -7.30174
H 2.39580 0.85721 -6.44778
H 1.91536 1.25891 -4.06824
H 3.06675 1.63186 -0.89839
H 1.21611 4.80610 0.19472
H -0.86349 4.79455 -0.95439
H -1.68706 3.04335 -2.31116
H -1.34341 1.05213 -3.70164
H -1.99924 0.54401 -2.14860
H -0.63149 -0.33433 -2.87721
H 4.18265 -0.55511 -3.27145
H 6.48411 -0.95584 -2.56065
H 6.98805 -1.41137 -0.18125
H 5.18139 -1.32620 1.48696
H 2.72384 0.32984 1.51969
H 2.86749 -1.37178 1.98322
Cl 1.98225 -5.72117 0.34104
C 0.54707 -4.90656 0.98474
Cl -0.82221 -5.21245 -0.12556
Cl 0.17121 -5.45971 2.60109
C 0.76350 -3.41552 0.93634
O 1.05849 -2.91043 -0.17488
O 0.55790 -2.67022 1.91660
```

2S+1: 2
energy above the lowest of the compared OMol25 structures with the same formula, charge and spin: 69.5 kcal per mole
calculated total energy: -151958.4327 eV
⟨S²⟩: 0.75
HOMO (alpha / beta): -10.1 / -10.1 eV
HOMO-LUMO gap (alpha / beta): 7.33 / 7.55 eV
charge: +1

Here are the Mulliken charges for atoms 1 to 4, given in e:
1 Ti -1.810
2 C -1.542
3 N 1.329
4 C -2.215

***

[2]
Density functional theory data (ωB97M-V with the def2-TZVPD basis set) for C55H51CdNOP2S3Te as an isolated structure at a distorted geometry.

Structure (XYZ):
```
115
Properties=species:S:1:pos:R:3
Cd 1.13377 0.11947 -1.04546
C 4.99536 -3.50492 -1.40479
C 4.11261 -3.96679 -2.61836
C 3.95481 -3.14324 -3.70233
C 4.56952 -1.80665 -3.78849
C 3.08563 -3.58373 -4.75020
C 2.90061 -2.68983 -5.91063
C 2.38056 -4.80375 -4.65405
C 1.63244 -5.40383 -5.85751
C 2.44279 -5.54346 -3.46505
C 1.48042 -6.69304 -3.12904
C 3.29944 -5.12878 -2.44346
C 3.54251 -5.91099 -1.21109
H 4.97169 -4.17427 -0.55059
H 4.65566 -2.53162 -1.02810
H 6.02491 -3.39290 -1.73803
H 4.24928 -1.15083 -2.94020
H 4.34390 -1.30173 -4.72694
H 5.67084 -1.90288 -3.80687
H 3.92060 -2.25181 -6.23918
H 2.18086 -1.88823 -5.63734
H 2.42432 -3.26497 -6.72663
H 0.61872 -5.05771 -6.10276
H 1.56696 -6.51167 -5.69496
H 2.25411 -5.21506 -6.75735
H 0.73521 -6.38758 -2.35385
H 2.02410 -7.50364 -2.60489
H 0.92257 -6.97334 -4.02024
H 4.61687 -6.01615 -1.10126
H 3.07748 -6.90534 -1.15417
H 3.21020 -5.41758 -0.25566
Te 1.54873 2.63636 1.44111
C 2.00546 3.22867 3.45245
C 3.08574 4.09196 3.49923
C 3.64497 4.43855 4.76806
N 3.19072 3.86820 5.91866
C 2.11639 3.12233 5.82253
C 1.44618 2.77301 4.64248
C -0.05711 1.34768 1.90950
P -1.50731 2.23560 1.43287
C -1.46930 3.65766 2.49194
C -1.89891 3.39449 3.78902
C -1.99919 4.44559 4.73164
C -1.60563 5.74581 4.40053
C -0.97895 5.96639 3.18618
C -0.96691 4.93002 2.24260
C -3.22172 1.63028 1.75981
C -4.28846 2.50851 2.14153
C -5.61297 2.07842 2.25734
C -5.94223 0.72513 1.97578
C -4.93869 -0.13751 1.60188
C -3.60796 0.30948 1.52526
P 0.28918 -0.27442 1.39274
C -0.81971 -1.64153 1.34400
C -1.36120 -1.96682 2.57740
C -2.44575 -2.88712 2.58053
C -2.83900 -3.57377 1.40484
C -2.19763 -3.31452 0.19888
C -1.17041 -2.39531 0.16536
C 1.67700 -0.92592 2.29144
C 2.54944 -1.85492 1.66809
C 3.44393 -2.53775 2.39524
C 3.52834 -2.33863 3.81031
C 2.81843 -1.34509 4.40033
C 1.93901 -0.59550 3.59765
H 3.53854 4.45673 2.56611
H 4.54385 5.03587 4.91142
H 1.69686 2.72916 6.72245
H 0.52160 2.19524 4.70660
H -2.23220 2.41624 4.11018
H -2.50934 4.25847 5.65478
H -1.78955 6.58983 5.10204
H -0.49602 6.91577 3.02010
H -0.52430 5.17458 1.28333
H -4.11009 3.49293 2.45017
H -6.35618 2.66690 2.79390
H -6.96829 0.34050 1.98255
H -5.12367 -1.20312 1.48132
H -2.88243 -0.43123 1.15026
H -1.11085 -1.46828 3.52382
H -3.01663 -3.07235 3.52699
H -3.69572 -4.24709 1.38128
H -2.56570 -3.81907 -0.70298
H -0.67519 -2.21658 -0.75262
H 2.46969 -2.16310 0.58227
H 4.11683 -3.23974 1.88993
H 4.15725 -3.00549 4.41965
H 2.82495 -1.17405 5.47186
H 1.51022 0.30308 3.97020
O -1.24012 2.81911 -0.06817
C -2.00896 2.76580 -1.34684
C -2.12657 1.34791 -1.84982
C -3.03944 0.36345 -1.50089
C -2.86927 -0.81694 -2.28263
C -1.93875 -0.73619 -3.25155
S -1.05071 0.76162 -3.13573
C -3.30096 3.63807 -1.29110
C -4.51982 3.29086 -0.73487
C -5.45516 4.37739 -0.87678
C -4.86496 5.53079 -1.33003
S -3.18806 5.32804 -1.80342
C -1.00666 3.41163 -2.27707
C -1.32818 3.88425 -3.53960
C -0.18434 4.40700 -4.17399
C 0.91607 4.35162 -3.38909
S 0.66512 3.60272 -1.87748
H -3.81987 0.50504 -0.71714
H -3.39621 -1.71476 -1.99682
H -1.68405 -1.45268 -4.03006
H -4.75753 2.36809 -0.26919
H -6.49552 4.20469 -0.67184
H -5.31708 6.51901 -1.35484
H -2.30093 3.74337 -4.02301
H -0.22046 4.67266 -5.22723
H 1.85554 4.85369 -3.62416
```

calculated total energy: -124334.7953 eV
HOMO: -4.9 eV
HOMO-LUMO gap: 4.68 eV
charge: 0

Here are the Mulliken charges for atoms 1 to 4, given in e:
1 Cd 0.114
2 C -1.882
3 C 0.732
4 C 0.690

***

[3]
Density functional theory data (ωB97M-V with the def2-TZVPD basis set) for C55H51N6O4P2ReSi as an isolated structure.

Structure (XYZ):
```
120
Properties=species:S:1:pos:R:3
Re -0.11167 0.88269 -0.08968
O 2.34852 4.14096 -1.10310
C 1.72288 3.11288 -1.00102
N 0.56838 2.86763 -0.29934
C -0.13401 3.87522 0.32666
O -0.00633 5.06733 0.19990
C -1.17033 3.30973 1.27048
C -1.95416 4.17498 2.00402
C -2.87689 3.65325 2.89500
C -2.96267 2.27865 3.03250
C -2.14719 1.47352 2.26044
N -1.26920 1.97028 1.37989
C 2.22506 1.85008 -1.67676
C 3.22143 1.92787 -2.62794
C 3.61765 0.76655 -3.27321
C 3.02379 -0.43458 -2.92232
C 2.05249 -0.44135 -1.93945
N 1.65103 0.68099 -1.33141
H -1.81854 5.23613 1.85075
H -3.51145 4.30756 3.47772
H -3.66539 1.81822 3.71227
H -2.20806 0.39935 2.32435
H 3.64312 2.89842 -2.84838
H 4.37727 0.79926 -4.04325
H 3.29477 -1.36374 -3.40310
H 1.55731 -1.35279 -1.63794
N 0.55697 -1.63205 1.98186
P 1.98268 -0.86024 2.26301
C 3.28111 -1.19343 1.06221
C 4.17854 -0.21872 0.63073
C 5.23881 -0.56578 -0.19265
C 5.40783 -1.88381 -0.58993
C 4.51701 -2.86048 -0.16439
C 3.46310 -2.51810 0.66461
C 2.57502 -1.57023 3.80631
C 1.71215 -2.16353 4.72385
C 2.20478 -2.65163 5.92448
C 3.55466 -2.53272 6.22130
C 4.41882 -1.93563 5.31273
C 3.93409 -1.46487 4.10362
P -0.48761 -1.26940 0.60101
C -2.10836 -1.77011 1.30849
C -3.23267 -1.39141 0.57672
C -4.50319 -1.75947 0.99123
C -4.66818 -2.50946 2.14642
C -3.55605 -2.89321 2.88290
C -2.28482 -2.52857 2.46350
C -0.21924 -2.79667 -0.39847
C 0.22158 -4.01991 0.10435
C 0.28800 -5.14285 -0.70625
C -0.10374 -5.06445 -2.03641
C -0.56449 -3.85985 -2.54386
C -0.62143 -2.73620 -1.73118
H 0.50443 -2.55805 2.38883
H 4.07684 0.81631 0.93226
H 5.93209 0.19656 -0.52208
H 6.23618 -2.15196 -1.23267
H 4.64571 -3.88911 -0.47364
H 2.78081 -3.28733 1.00019
H 0.64681 -2.21964 4.53202
H 1.52979 -3.11375 6.63211
H 3.93582 -2.90898 7.16133
H 5.47299 -1.85073 5.53957
H 4.61965 -1.02732 3.38830
H -3.11061 -0.79145 -0.31708
H -5.36536 -1.45121 0.41415
H -5.65958 -2.79319 2.47384
H -3.67892 -3.47796 3.78538
H -1.44071 -2.83865 3.06675
H 0.51015 -4.13841 1.14278
H 0.63449 -6.08284 -0.29591
H -0.05636 -5.94115 -2.66895
H -0.88132 -3.78547 -3.57648
H -0.95603 -1.79568 -2.14986
O -3.46279 2.15212 -0.21605
C -2.99318 1.70665 -1.24404
N -3.58282 1.74035 -2.47007
C -2.78404 1.13086 -3.51281
C -1.57006 0.70556 -2.67727
O -0.58438 0.14146 -3.12900
N -1.77341 1.01431 -1.37338
C -3.39381 -0.15182 -4.06881
C -4.37436 -0.83794 -3.36213
C -4.85033 -2.05701 -3.82615
C -4.34319 -2.60259 -4.99506
C -3.35927 -1.92223 -5.70040
C -2.88570 -0.70360 -5.24056
C -2.42820 2.14709 -4.58872
C -1.15811 2.68935 -4.72688
C -0.91812 3.66953 -5.68233
C -1.93963 4.10841 -6.50834
C -3.21064 3.56349 -6.37829
C -3.45024 2.58779 -5.42630
H -4.43937 2.24638 -2.61275
H -4.77214 -0.41689 -2.44715
H -5.62147 -2.57817 -3.27337
H -4.71707 -3.55033 -5.36008
H -2.96264 -2.33992 -6.61689
H -2.11606 -0.17789 -5.79079
H -0.34563 2.34367 -4.10052
H 0.07448 4.09065 -5.77760
H -1.74911 4.87052 -7.25239
H -4.01399 3.89721 -7.02197
H -4.43991 2.15112 -5.34360
C 1.51869 1.05442 5.49890
Si 2.09304 1.93277 3.95402
C 3.92621 2.28514 3.97228
C 1.10713 3.49273 3.69226
C 1.73111 0.89944 2.36811
H 1.35449 1.80234 6.27846
H 2.24277 0.33041 5.87505
H 0.56804 0.53776 5.34451
H 4.17595 2.98422 4.77300
H 4.24334 2.74316 3.03202
H 4.51977 1.38301 4.13230
H 1.32758 4.22422 4.47208
H 0.03415 3.28443 3.72487
H 1.33047 3.96188 2.73066
H 0.66827 1.06687 2.14732
H 2.29409 1.38281 1.56374
```

2S+1: 2
energy above the lowest of the compared OMol25 structures with the same formula, charge and spin: 0.0 kcal per mole
calculated total energy: -103579.4790 eV
⟨S²⟩: 0.76
HOMO (alpha / beta): -9.5 / -9.2 eV
HOMO-LUMO gap (alpha / beta): 6.83 / 6.43 eV
charge: +1

Here are the Mulliken charges for atoms 1 to 4, given in e:
1 Re 1.043
2 O -0.653
3 C -0.341
4 N 0.406

***

[4]
Density functional theory data (ωB97M-V with the def2-TZVPD basis set) for C55H59N4O2SSiTc as an isolated structure at a distorted geometry.

Structure (XYZ):
```
123
Properties=species:S:1:pos:R:3
Tc -0.03189 0.75846 0.02892
O -0.13839 -0.56424 1.25922
C -0.69489 -0.68764 2.52562
C -0.42509 0.59836 3.34972
C -1.12939 1.82786 2.86012
C -1.86229 2.59936 3.75422
C -2.31379 3.84626 3.35712
C -1.97469 4.30166 2.09762
C -1.27179 3.46726 1.23022
C -0.76199 4.00986 -0.07218
C -1.02099 3.20036 -1.37168
O -0.46039 1.93336 -1.25248
C -0.27509 3.93606 -2.49608
C 1.08721 3.68996 -2.61858
C 1.82071 4.25156 -3.64588
C 1.20311 5.09796 -4.54968
C -0.14319 5.38676 -4.40508
C -0.88439 4.80856 -3.38638
C -2.49229 3.00566 -1.71848
C -3.53659 3.35656 -0.87498
C -4.84799 3.07596 -1.22198
C -5.13319 2.45686 -2.42438
C -4.09949 2.11906 -3.28218
C -2.78959 2.38056 -2.92698
N -0.90819 2.24176 1.61022
C -0.07959 -1.93314 3.17172
C -0.52129 -3.18564 2.75822
C 0.03311 -4.34264 3.27552
C 1.04331 -4.26794 4.21912
C 1.50791 -3.02874 4.61722
C 0.95641 -1.86894 4.09422
C -2.22099 -0.78924 2.48522
C -2.90229 -1.34514 3.56252
C -4.28619 -1.33864 3.59092
C -5.00729 -0.77494 2.55042
C -4.33429 -0.22054 1.47612
C -2.95059 -0.21734 1.45442
H 0.64431 0.82766 3.29312
H -0.70709 0.41496 4.38562
H -2.05789 2.23536 4.74992
H -2.87349 4.47006 4.03812
H -2.24089 5.29956 1.78662
H 0.32891 4.04066 0.03482
H -1.12259 5.02836 -0.22218
H 1.57331 3.04316 -1.90288
H 2.87301 4.02766 -3.73718
H 1.76751 5.53486 -5.35888
H -0.62419 6.06466 -5.09288
H -1.93679 5.03506 -3.29648
H -3.34519 3.86056 0.05602
H -5.64819 3.35086 -0.54988
H -6.15519 2.24186 -2.69518
H -4.31769 1.65626 -4.23258
H -1.98289 2.11046 -3.59308
H -1.32249 -3.25354 2.04102
H -0.32059 -5.30634 2.94132
H 1.45181 -5.16804 4.65472
H 2.30901 -2.96574 5.33982
H 1.33601 -0.91974 4.43472
H -2.34579 -1.78174 4.37972
H -4.80409 -1.77794 4.42962
H -6.08629 -0.77134 2.57532
H -4.88089 0.21016 0.64892
H -2.43079 0.23686 0.61722
C 1.82101 0.25646 -0.97708
Si 1.66701 -1.26754 -2.09498
C -0.16999 -1.29584 -2.67118
N -1.13749 -1.36624 -1.58198
C -2.49909 -1.07934 -2.02928
C -3.16409 -2.27594 -2.72008
C -3.25939 -3.47124 -1.75938
C -2.40929 -3.23634 -0.51048
C -1.05149 -2.66474 -0.90248
C 2.23191 -2.82294 -1.16528
C 2.57751 -2.77354 0.18312
C 3.08021 -3.88504 0.83622
C 3.24251 -5.07584 0.14852
C 2.88061 -5.15324 -1.18558
C 2.38331 -4.03574 -1.83308
C 2.69041 -1.01354 -3.67738
C 3.80171 -1.79034 -3.99388
C 4.49671 -1.60084 -5.17578
C 4.09711 -0.61794 -6.06568
C 3.00971 0.18376 -5.75738
C 2.32131 -0.01114 -4.57458
H 2.06861 1.10476 -1.61828
H 2.65351 0.15306 -0.27978
H -0.33809 -2.10614 -3.39438
H -0.34599 -0.35784 -3.19708
H -2.47049 -0.21964 -2.70088
H -3.11289 -0.79764 -1.17068
H -2.58579 -2.54794 -3.60488
H -4.15399 -1.97134 -3.06038
H -2.90069 -4.36874 -2.26468
H -4.29379 -3.65074 -1.46478
H -2.26079 -4.19034 0.00002
H -2.91829 -2.56394 0.18092
H -0.56779 -3.39284 -1.56628
H -0.41409 -2.55224 -0.02178
H 2.44041 -1.84964 0.72762
H 3.35211 -3.82694 1.88182
H 3.64851 -5.94094 0.65102
H 2.99411 -6.08204 -1.72408
H 2.11151 -4.10184 -2.87708
H 4.12361 -2.55844 -3.30668
H 5.35051 -2.22184 -5.40678
H 4.63371 -0.47024 -6.99138
H 2.69611 0.95976 -6.44158
H 1.47991 0.62636 -4.34268
C 4.85941 1.86446 5.18292
N 4.06511 2.23096 4.02842
C 3.33311 1.48246 3.19192
S 2.33241 2.31116 2.11352
N 3.33441 0.14256 3.16292
C 4.14551 -0.79824 3.91022
H 5.35311 2.76166 5.54942
H 5.62961 1.13806 4.92932
H 4.23421 1.46436 5.98522
H 3.91451 3.22036 3.89392
H 2.72311 -0.25334 2.45992
H 3.90901 -0.75964 4.97482
H 5.20901 -0.61294 3.76502
H 3.92281 -1.79754 3.54632
```

2S+1: 4
calculated total energy: -88955.3365 eV
⟨S²⟩: 3.77
HOMO (alpha / beta): -9.9 / -10.6 eV
HOMO-LUMO gap (alpha / beta): 6.43 / 7.59 eV
charge: +1

Here are the Mulliken charges for atoms 1 to 4, given in e:
1 Tc -0.398
2 O 0.935
3 C 2.282
4 C -1.051

***

Question: Look up the charge of the first one.
Answer: +1